one) DFT (wB97M-V/def2-TZVPD) results for an isolated ion of composition C4H11N2 and charge +1.

CARTESIAN COORDINATES (ANGSTROEM)
1 C 1.29 -0.32 -0.88
2 C 0.67 0.95 -0.37
3 C 0.11 -1.19 -0.58
4 C -1.35 1.43 0.98
5 N 0.11 -2.32 0.05
6 N -0.26 0.56 0.72
7 H 1.43 -0.34 -2.08
8 H 2.30 -0.64 -0.61
9 H 1.25 1.68 0.09
10 H 0.10 1.41 -1.10
11 H -0.84 -0.93 -1.18
12 H -2.04 1.34 0.10
13 H -1.96 1.12 1.76
14 H -1.33 2.54 1.12
15 H 0.99 -2.64 0.35
16 H -0.66 -2.96 0.00
17 H 0.20 0.31 1.64

* HOMO level: -0.498 hartree
* charge: +1
* frontier orbital gap: 9.8076 eV
* SMILES: CNCCC=[NH2+]



two) DFT (wB97M-V/def2-TZVPD) results for an isolated ion of composition C4H11N2 and charge +1.

CARTESIAN COORDINATES (ANGSTROEM)
1 C -0.12 -0.58 -1.61
2 C 0.90 -0.96 1.76
3 C -1.15 1.42 -0.63
4 C 1.12 0.18 0.76
5 N -0.76 -0.98 -0.40
6 N -0.24 0.27 -0.42
7 H 0.91 -0.85 -1.77
8 H -0.75 -0.17 -2.39
9 H 0.33 -0.65 2.72
10 H 0.30 -1.75 1.35
11 H 1.87 -1.40 1.89
12 H -0.60 2.23 -1.24
13 H -2.00 1.28 -1.15
14 H -1.33 1.90 0.34
15 H 1.84 -0.15 -0.05
16 H 1.37 1.19 1.14
17 H -1.69 -0.99 -0.31

* HOMO level: -0.562 hartree
* charge: +1
* frontier orbital gap: 12.2939 eV
* SMILES: CC[N@@+]1(C)CN1



Question: of the structures shown, which is the least stable? Reply: two).